16
Properties=species:S:1:pos:R:3:forces:R:3 method="wB97M-V/def2-TZVPD" e_lumo_ha=0.0243 gap_ev=9.3 e_homo_ev=-8.64 smiles="O[C@H]1[C@@H]2C=COC[C@@H]12"
C -1.7208 0.0524 0.1019 -0.7 -0.5 3.2
H -2.6206 -0.7095 0.3993 2.1 2.1 -1.6
H -0.3641 -1.5982 0.9616 -0.5 0.1 -0.6
O 1.8997 -0.0780 0.5246 1.3 -2.5 -3.9
H 1.0588 0.1740 2.4236 -0.6 0.1 -2.8
C -0.3909 -0.5376 0.6838 0.4 -1.3 3.5
C -0.3970 -0.0912 -0.6278 -2.0 3.4 -4.1
C 0.8003 0.2005 1.2437 -3.9 4.2 2.8
H 0.4665 -1.0381 -2.5499 0.2 -0.3 -1.0
H -2.0011 2.0705 -0.4325 -0.1 -2.7 5.0
C 1.6740 -0.6545 -0.8245 5.1 0.4 0.0
H 2.7689 -1.0111 -1.0951 -2.7 0.6 0.2
C 0.6151 -0.5306 -1.6391 -0.1 -1.2 3.0
H 0.3090 1.2529 0.7586 2.3 -1.2 3.4
O -1.9711 1.4658 0.6050 -0.2 0.3 -6.4
H -0.1266 1.0325 -0.5331 -0.5 -1.6 -0.8

***

16
Properties=species:S:1:pos:R:3:forces:R:3 method="wB97M-V/def2-TZVPD" e_lumo_ha=0.0356 gap_ev=10.0 e_homo_ev=-9.01
H -0.2795 -1.1911 -0.9865 1.1 -1.5 0.3
O -1.1376 0.7892 -0.8815 3.3 -0.1 0.7
H 1.1287 2.3909 0.4195 0.6 -0.9 0.7
H -1.7526 -1.6430 1.2876 -2.3 -3.1 2.7
C 0.2806 0.5129 -0.2457 -0.9 0.3 1.5
H 1.5011 -0.3547 -1.7692 -0.2 -1.5 -0.7
H -0.1844 1.9356 1.4866 1.0 -1.1 -0.4
C 0.7009 1.4941 0.9232 -1.2 -1.7 0.4
H 2.6622 0.3480 -0.7074 -1.8 0.0 0.5
C -0.0442 -0.9438 0.0643 2.2 1.8 -0.4
H -2.9026 0.3967 -0.3378 0.3 -1.4 1.0
H 1.3609 0.6845 1.6118 -1.4 3.1 -1.7
C 1.6138 -0.1313 -0.7263 1.9 2.6 -1.0
C -1.4004 -0.9364 0.7084 3.5 1.8 -2.2
O 1.5067 -1.0774 0.2897 -2.3 -2.0 -0.4
C -1.8985 -0.0392 -0.1023 -3.9 3.6 -1.0

***

16
Properties=species:S:1:pos:R:3:forces:R:3 method="wB97M-V/def2-TZVPD" e_lumo_ha=-0.0222 gap_ev=8.8 e_homo_ev=-9.43
O 2.3220 -0.3190 -0.4951 0.8 1.0 0.1
H 2.1784 -2.0354 0.3904 2.1 -4.0 1.7
C 1.3037 -0.2491 0.4660 -0.7 -0.4 -2.0
H 0.6123 2.4468 0.4736 -2.0 -1.3 -2.6
H -1.2298 2.2595 -0.0750 2.5 -0.5 -1.5
C 1.5949 -1.5299 -0.2267 -2.6 3.9 -4.4
C -2.3892 -0.1990 0.2228 -2.6 -5.0 -4.6
H -2.5470 0.9803 0.5642 -0.5 -3.3 -1.0
H 0.9629 -1.6962 -1.2264 1.5 -0.9 2.8
H -0.4050 -1.8404 0.2607 -3.2 3.6 0.6
C -0.9991 -0.6834 0.3142 3.4 2.1 -0.6
C -0.0210 0.3537 0.1121 -1.8 -1.8 0.6
H 0.3236 1.9742 -1.4062 -1.2 0.1 1.5
H 1.5985 -0.2358 1.4935 0.3 0.5 0.6
C -0.1429 1.8765 -0.3649 0.9 -0.4 3.9
O -3.1623 -1.1029 -0.5030 3.1 6.2 4.8

***

18
Properties=species:S:1:pos:R:3:forces:R:3 method="wB97M-V/def2-TZVPD" e_lumo_ha=0.1044 gap_ev=5.6 e_homo_ev=-2.71 charge=-1
H -2.3453 0.8719 0.7507 -0.1 -0.1 1.4
C -0.3148 0.7520 0.4923 0.0 0.5 -0.2
C 0.2110 -0.7216 2.3520 0.5 0.0 -0.5
H 0.5538 -1.3801 3.1602 0.4 0.4 -0.8
C 0.9802 -2.1735 -3.1611 1.1 0.2 1.6
H 0.2576 -1.4463 -1.1921 0.1 -1.0 0.3
P -0.5624 1.8985 -0.8615 -0.3 0.3 1.0
H 1.2346 -1.6587 -4.0864 -0.3 -0.8 -0.3
H -0.0347 -0.4173 -2.6025 0.6 -0.9 0.1
C -1.4339 0.5514 1.2750 0.7 -0.8 -1.8
O 0.6474 2.0012 -1.6868 0.8 0.0 -0.7
H 1.5263 -3.0728 -2.7917 -0.5 0.6 -0.8
O 0.3531 3.2899 2.2762 -0.5 1.0 -0.9
S 1.0921 -0.0472 1.0393 0.1 0.3 0.5
H -1.5963 -0.9012 3.0396 -1.7 0.3 0.5
C 0.3954 -1.3948 -2.2552 -1.1 1.9 -1.1
H 0.1278 4.2061 1.9679 0.3 -1.1 0.5
C -1.0919 -0.3573 2.2840 -0.1 -0.6 1.2

***

17
Properties=species:S:1:pos:R:3:forces:R:3 method="wB97M-V/def2-TZVPD" e_lumo_ha="-0.0210 / -0.0256" gap_ev="7.3 / 6.9" e_homo_ev="-7.90 / -7.55"
C 0.5585 2.8419 2.5851 0.1 -1.4 2.2
H -2.4342 0.9646 1.1399 -1.4 -0.3 0.2
S 0.5099 3.0221 0.7284 -1.0 0.8 -2.0
H -1.9361 3.1525 0.3174 2.0 -1.3 0.4
O 0.1370 1.9065 3.1464 0.3 0.9 -0.2
C 0.8329 -0.2346 -1.3253 -0.5 1.7 -0.3
H 0.5232 -0.9634 -2.0339 -1.4 -1.5 0.3
C -0.6854 -0.0719 0.7796 -1.6 -0.5 0.2
H 0.3931 0.7091 -1.7631 0.6 -0.7 0.8
H 1.2521 -1.0624 0.5670 1.2 -2.5 1.7
C 0.6790 -0.2826 0.2664 0.1 4.9 -3.3
H -0.7808 -2.0774 0.9707 -2.2 3.3 0.4
C -1.0424 2.4148 0.5041 -1.2 0.9 -0.4
O -1.4042 -1.2071 1.0735 2.5 -2.6 -0.3
H 1.8721 -0.2740 -1.6094 0.8 0.6 0.5
C -1.4355 1.0939 0.8538 2.1 -0.5 -0.7
H 1.2307 0.7065 0.4523 -0.5 -1.7 0.4

***

18
Properties=species:S:1:pos:R:3:forces:R:3 method="wB97M-V/def2-TZVPD" e_lumo_ha="-0.0162 / -0.0162" gap_ev="7.3 / 7.3" e_homo_ev="-7.73 / -7.73" smiles="C[C@H]1OOS2(=CC=CC=2)O1"
H -1.4090 3.4864 -0.2893 0.2 0.6 -0.6
H 0.7291 2.2890 -0.4130 2.9 0.3 -0.8
S -0.1793 0.2801 1.0305 1.2 1.3 0.2
C -1.9802 0.4397 1.0030 -0.1 2.6 -0.9
H 0.5607 -2.4116 -2.0245 1.4 -0.2 0.3
H 1.7439 -1.0578 -2.0427 0.2 -0.3 0.1
O 1.7772 -0.3670 1.5612 -1.5 1.7 1.8
C -1.2169 2.5003 0.0533 -1.3 -1.4 2.1
C -2.3384 1.7434 0.7072 0.4 -1.4 -0.9
C -0.0237 1.9082 0.1540 -3.0 -1.7 1.1
H -3.3717 2.1754 0.7606 1.2 -0.6 0.3
H -2.5774 -0.2438 1.5733 -0.1 -0.4 0.1
O 2.3071 -1.0081 0.4975 -0.4 -2.2 -2.8
H 0.8122 -2.6019 0.5907 1.0 1.6 -1.2
C 1.5036 -2.0097 -1.5604 -1.0 0.1 1.9
O 0.0988 -0.7758 -0.1488 -1.2 0.1 -0.2
C 1.1876 -1.7060 -0.0778 0.3 0.2 0.7
H 2.3763 -2.6411 -1.3747 -0.1 -0.4 -1.3

***

For the records above, the corresponding ΔE to the lowest compared entry with this formula, charge and spin values read 185.09; 147.58; 167.70; 101.83; 59.84; 164.89 kcal/mol.